Record 1
Below is a molecular structure, C9H20CdN2O4Se2, with properties calculated with ωB97M-V/def2-TZVPD.

Computed properties:
- gap between HOMO and LUMO (hartree) = 0.2116
- total charge = -2
- E_LUMO (eV) = 5.1
- spin multiplicity = 1

Each line ends with the natural charge from an NBO analysis.
Element x y z (Å)
Cd: -0.6993 0.5093 -2.8484  0.001
O: 0.3089 -2.9353 -0.0396  -0.796
C: 0.1098 -1.5928 0.4198  -0.083
C: -1.2497 -1.3892 1.0926  -0.169
C: -1.2281 -2.0271 2.4837  -0.058
O: -0.8648 -3.4125 2.4753  -0.775
C: -2.3816 -2.0458 0.2731  -0.547
Se: -2.3010 -1.8762 -1.7017  -0.724
C: -1.5277 0.1152 1.2161  -0.542
Se: -0.1680 1.2488 2.1132  -0.692
H: -0.3113 -3.0231 -0.7930  0.498
H: 0.1786 -0.8997 -0.4240  0.175
H: 0.9130 -1.3618 1.1194  0.195
H: -2.2271 -1.9537 2.9308  0.150
H: -0.5338 -1.4617 3.1127  0.184
H: -0.3884 -3.5661 1.6435  0.491
H: -3.3308 -1.6252 0.6121  0.196
H: -2.4080 -3.1130 0.4910  0.202
H: -2.4692 0.2408 1.7576  0.189
H: -1.6871 0.4919 0.2018  0.208
N: -1.8768 3.5335 -0.0527  -0.874
C: -0.8481 3.9887 -0.8407  0.783
N: 0.3978 3.8176 -0.2847  -0.886
O: -1.0298 4.5528 -1.9115  -0.700
H: -1.6303 2.8897 0.6999  0.418
H: -2.7199 3.3408 -0.5653  0.386
H: 0.4713 3.0722 0.4108  0.418
H: 1.1355 3.8719 -0.9676  0.385
C: 2.5844 1.0553 -0.3420  -0.305
O: 3.4506 1.2266 -1.5066  -0.493
C: 3.6597 0.3058 -2.3971  0.258
C: 2.9743 -0.9985 -2.1105  -0.800
H: 1.5432 0.9945 -0.6495  0.224
H: 2.7317 1.9423 0.2649  0.199
H: 2.8565 0.1676 0.2236  0.191
H: 3.6819 -1.5585 -1.4808  0.231
H: 2.8667 -1.5597 -3.0362  0.226
H: 2.0167 -0.9655 -1.5901  0.236

---

Record 2
Below is a molecular structure, C9H20ClCuF4N3O8S4, with properties calculated with ωB97M-V/def2-TZVPD.

Computed properties:
- gap between HOMO and LUMO (hartree) = 0.2639
- total charge = -1
- E_LUMO (eV) = 1.7
- spin multiplicity = 1

Each line ends with the natural charge from an NBO analysis.
Element x y z (Å)
Cu: 2.8590 -0.8601 -0.0478  0.855
C: -0.6224 2.6793 -3.5093  -0.611
C: 0.4334 2.2263 -2.4138  -0.389
C: -0.0317 0.9829 -1.6923  -0.420
C: -1.1297 1.3959 -0.6423  -0.215
N: -1.8393 0.2637 0.1505  -0.217
C: -0.8601 -0.6443 0.8726  -0.243
C: -1.5545 -1.0625 2.1854  -0.429
C: -2.3667 0.1215 2.6130  -0.435
C: -2.8492 0.6997 1.2802  -0.197
C: -2.6464 -0.6236 -0.9251  -0.388
H: -0.3281 3.6164 -3.9818  0.213
H: -1.6339 2.8638 -3.1475  0.185
H: -0.6340 1.8277 -4.1895  0.201
H: 0.4892 3.0811 -1.7397  0.212
H: 1.3498 1.9801 -2.9502  0.237
H: 0.8613 0.4920 -1.3054  0.237
H: -0.4535 0.2808 -2.4114  0.202
H: -1.9545 1.9565 -1.0821  0.202
H: -0.6133 2.0978 0.0124  0.250
H: -0.2070 -1.2373 0.2324  0.275
H: -0.2054 0.1285 1.2753  0.221
H: -2.1140 -1.9654 1.9412  0.220
H: -0.6913 -1.3854 2.7674  0.267
H: -3.2551 -0.1805 3.1676  0.227
H: -1.7964 0.8992 3.1210  0.251
H: -3.8293 0.2768 1.0599  0.207
H: -2.9578 1.7805 1.3705  0.229
H: -3.5001 -0.0128 -1.2188  0.201
H: -3.0480 -1.4429 -0.3289  0.222
H: -2.0400 -0.9674 -1.7631  0.251
Cl: 5.1602 -0.4347 -1.3609  -0.879
N: 1.7378 -2.7177 -0.4444  -1.186
S: 1.3270 -3.8963 0.3369  2.364
O: 2.0346 -5.2147 0.1430  -0.858
O: -0.0948 -3.8692 0.8651  -0.924
F: 2.0113 -3.4819 1.6894  -0.508
S: 0.9618 -3.3093 -1.8287  2.343
O: -0.4964 -3.4161 -1.7098  -0.881
O: 1.6662 -4.3679 -2.5572  -0.821
F: 1.1645 -1.8834 -2.5985  -0.497
N: 2.5903 0.6519 1.4920  -1.169
S: 2.8752 2.1133 1.2541  2.382
O: 4.2284 2.6076 1.4609  -0.852
O: 1.7331 3.1103 1.3466  -0.907
F: 2.8500 1.8914 -0.3526  -0.529
S: 1.9595 0.9140 3.0356  2.349
O: 0.5743 1.3367 3.2512  -0.897
O: 2.9188 1.3911 4.0608  -0.852
F: 1.9678 -0.6936 3.2163  -0.500

---

Record 3
Below is a single C9H20IP molecule, with properties calculated with ωB97M-V/def2-TZVPD.

Computed properties:
- SMILES = CCCCCCC[C@@H](I)PC
- gap between HOMO and LUMO (hartree) = 0.3474
- total charge = 0
- E_LUMO (eV) = 0.6
- spin multiplicity = 1

Each line ends with the natural charge from an NBO analysis.
Element x y z (Å)
C: -1.3343 -5.2590 0.7319  -0.600
C: 0.1141 5.5741 -1.1480  -0.938
C: -1.6450 -3.7678 0.7024  -0.388
C: -0.4143 -2.9486 0.3264  -0.387
C: -0.6940 -1.4485 0.2980  -0.385
C: 0.5715 -0.6573 -0.0222  -0.384
C: 0.3403 0.8509 0.0030  -0.386
C: 1.6621 1.6122 -0.0644  -0.482
C: 1.4563 3.0941 0.0205  -0.455
P: 0.5906 3.9401 -1.8622  0.518
I: 3.3023 4.1792 0.2162  0.077
H: -0.5414 -5.4670 1.4478  0.200
H: -2.2137 -5.8310 1.0174  0.207
H: -1.0051 -5.5984 -0.2477  0.200
H: 1.0038 6.1866 -1.0101  0.239
H: -0.4051 5.4563 -0.1974  0.224
H: -0.5432 6.0768 -1.8572  0.236
H: -2.4425 -3.5739 -0.0197  0.193
H: -2.0041 -3.4506 1.6841  0.193
H: 0.3824 -3.1471 1.0486  0.192
H: -0.0551 -3.2664 -0.6552  0.193
H: -1.0761 -1.1343 1.2731  0.192
H: -1.4666 -1.2315 -0.4443  0.195
H: 0.9482 -0.9506 -1.0046  0.197
H: 1.3377 -0.9130 0.7140  0.193
H: -0.1815 1.1202 0.9260  0.194
H: -0.2958 1.1416 -0.8360  0.200
H: 2.1929 1.3588 -0.9854  0.213
H: 2.2901 1.2898 0.7748  0.210
H: 0.7951 3.4125 0.8205  0.195
H: -0.6695 3.3516 -1.6503  -0.059

---

Record 4
Below is a molecular structure, C9H20LuN4O3S, with properties calculated with ωB97M-V/def2-TZVPD.

Computed properties:
- gap between HOMO and LUMO (hartree) = 0.2911
- total charge = +3
- E_LUMO (eV) = -10.9
- spin multiplicity = 1

Each line ends with the natural charge from an NBO analysis.
Element x y z (Å)
Lu: -0.0161 0.5179 -0.7538  2.193
C: 3.1687 1.2319 -0.8878  -0.272
O: 2.1613 0.3257 -0.3634  -0.671
C: 2.3966 -0.0805 1.0062  -0.109
C: 1.5561 0.7744 1.9665  -0.112
O: 0.2018 0.8275 1.4293  -0.642
C: -0.5041 2.0485 1.7720  -0.120
C: -0.0548 3.2165 0.8864  -0.114
O: -0.0982 2.7780 -0.4942  -0.669
C: 0.1387 3.8906 -1.3984  -0.268
H: 4.1489 0.7432 -0.8860  0.254
H: 2.8955 1.4547 -1.9268  0.221
H: 3.2264 2.1532 -0.3019  0.212
H: 2.1068 -1.1404 1.0784  0.221
H: 3.4603 0.0082 1.2518  0.268
H: 1.5338 0.3082 2.9584  0.263
H: 1.9657 1.7854 2.0604  0.220
H: -1.5708 1.8323 1.6025  0.250
H: -0.3605 2.2805 2.8328  0.266
H: -0.7487 4.0542 1.0314  0.261
H: 0.9615 3.5670 1.1236  0.217
H: -0.5827 4.6916 -1.2113  0.245
H: 1.1506 4.2844 -1.2672  0.222
H: 0.0008 3.5282 -2.4204  0.222
C: -1.5246 -5.0863 -0.4500  -0.694
C: -2.2731 -3.8319 -0.5760  0.383
N: -3.5523 -3.6835 -0.5402  -0.170
N: -3.8313 -2.3846 -0.6513  -0.295
C: -2.7207 -1.6558 -0.7552  0.262
S: -2.6104 0.0452 -0.8632  -0.269
N: -1.6904 -2.5611 -0.7158  -0.220
N: -0.3247 -2.2256 -0.8330  -0.700
H: -2.2330 -5.9083 -0.3632  0.310
H: -0.9029 -5.0866 0.4478  0.254
H: -0.8893 -5.2816 -1.3138  0.259
H: -4.7987 -2.0656 -0.6502  0.477
H: 0.1849 -2.7404 -0.0989  0.422
H: 0.0280 -2.6154 -1.7258  0.424

---

Question: The lowest E_LUMO belongs to which entry?
Answer: C9H20LuN4O3S

---

Question: Which of these has the lowest E_LUMO?
Answer: C9H20LuN4O3S